(1)
A single C3H6O3 molecule, computed with wB97M-V/def2-TZVPD.

The geometry in XYZ format:
```
12
Properties=species:S:1:pos:R:3:forces:R:3:lowdin_charge:R:1
O 1.68297 1.08495 -0.53848 0.2 -0.2 0.0 0.11
C 0.84463 0.24080 -0.70595 -0.3 0.3 0.0 -0.54
O 0.21388 0.09330 -1.89057 0.2 0.0 -0.4 0.10
C 0.28070 -0.66599 0.35181 0.1 0.5 0.5 -0.07
C -1.20273 -0.37882 0.62775 -0.3 0.1 0.0 -0.23
O -1.39951 -0.20897 2.03316 0.0 -0.4 -0.1 -0.06
H 0.62586 0.73301 -2.50275 -0.2 -0.2 0.2 0.13
H 0.50687 -1.70874 0.15300 -0.2 -0.1 -0.2 0.12
H 0.77322 -0.39024 1.27826 0.3 -0.1 0.0 0.12
H -1.52195 0.56031 0.18214 0.2 0.1 -0.3 0.12
H -1.85057 -1.14636 0.20028 0.0 -0.1 0.2 0.12
H -2.03600 -0.85328 2.34762 0.0 0.0 0.0 0.08
```
Positions in Å, forces in eV/Å.

Computed properties:
- energy above the lowest of the compared OMol25 structures with the same formula, charge and spin (kcal per mole) = 12.76
- net charge = 0
- structure (SMILES) = O=C(O)CCO
- energy (eV) = -9350.763
- LUMO level (eV) = 0.70
- molecular weight (g mol⁻¹) = 90.08
- HOMO level (Ha) = -0.3870
- orbital gap (eV) = 11.227

***

(2)
2 unconnected molecules or ions with the total composition C3H6O3P, computed with wB97M-V/def2-TZVPD.

The geometry in XYZ format:
```
13
Properties=species:S:1:pos:R:3:forces:R:3:lowdin_charge:R:1
C 0.05109 -1.11724 -0.18056 1.1 3.1 -1.7 -0.55
C -0.68051 -0.37626 -1.26634 3.3 0.8 -1.4 -0.04
C 1.26064 -0.38035 0.47739 -0.8 1.7 -1.4 -0.10
O -0.38104 2.56577 0.51660 2.0 1.7 -1.2 -0.56
O -0.15607 -2.26765 -0.08894 -0.2 -3.7 1.5 0.06
O -1.79724 0.96373 1.61325 -1.9 -2.4 1.2 -0.55
P -0.52680 1.73450 1.76391 -0.3 1.2 0.3 0.37
H 0.06419 0.49002 -1.43496 -2.1 -0.8 -0.4 0.09
H -1.62416 -0.10362 -0.93340 -1.7 1.0 0.6 0.04
H -0.77003 -1.02047 -2.18616 0.1 0.5 1.0 0.09
H 2.09535 -1.01262 0.19994 0.4 -0.3 0.8 0.06
H 1.49302 0.68531 -0.00760 -0.8 -2.3 1.0 0.09
H 0.97156 -0.16113 1.52688 0.9 -0.5 -0.3 0.01
```
Positions in Å, forces in eV/Å.

Computed properties:
- energy above the lowest of the compared OMol25 structures with the same formula, charge and spin (kcal per mole) = 15.29
- net charge = -1
- energy (eV) = -18637.929
- LUMO level (spin up / spin down) (eV) = 3.88 / 2.37
- ⟨S²⟩ = 2.0093
- molecular weight (g mol⁻¹) = 121.05
- 2S+1 = 3
- HOMO level (spin up / spin down) (Ha) = -0.0265 / -0.1806
- orbital gap (spin up / spin down) (eV) = 4.605 / 7.283

***

(3)
2 unconnected molecules or ions with the total composition C3H6O3S, computed with wB97M-V/def2-TZVPD.

The geometry in XYZ format:
```
13
Properties=species:S:1:pos:R:3:forces:R:3:lowdin_charge:R:1
O -2.35089 0.67841 -0.43237 2.3 -1.3 -1.6 -0.16
C -1.15770 0.36630 -0.87840 -1.8 3.4 1.0 -0.68
O -0.65969 0.69914 -2.01521 -0.8 -1.4 1.0 -0.15
C -0.16647 -0.02635 0.21932 4.9 -0.5 -0.8 -0.30
C -0.52788 -0.15646 1.70008 0.3 -2.2 -1.5 -0.80
S 0.94073 -0.33215 2.83793 -0.9 -0.1 -0.5 -0.06
H 0.45485 -0.99875 -0.21987 -1.6 2.1 1.5 0.12
H 0.68900 0.90321 0.33844 -2.1 -2.5 -1.0 0.15
H -1.29757 -0.97761 1.69927 0.6 0.7 0.8 0.06
H -0.97034 0.78314 1.73724 -1.4 1.5 1.4 0.00
H 1.18112 -0.14605 -2.22891 0.8 0.2 0.4 0.02
H 1.78287 -0.44396 -0.91772 0.6 0.2 -0.2 -0.03
O 2.08197 -0.34888 -1.83981 -1.0 -0.1 -0.5 -0.16
```
Positions in Å, forces in eV/Å.

Computed properties:
- energy above the lowest of the compared OMol25 structures with the same formula, charge and spin (kcal per mole) = 37.22
- net charge = -2
- energy (eV) = -20184.754
- LUMO level (eV) = 6.18
- molecular weight (g mol⁻¹) = 122.14
- HOMO level (Ha) = 0.0133
- orbital gap (eV) = 5.820

***

(4)
A single C3H6O3S molecule, computed with wB97M-V/def2-TZVPD.

The geometry in XYZ format:
```
13
Properties=species:S:1:pos:R:3:forces:R:3:lowdin_charge:R:1
C 0.02306 0.75442 -1.52798 -2.3 -4.0 2.3 -0.53
C 0.29962 -0.38138 1.58862 -2.1 4.6 0.0 -0.07
C -0.40944 -0.99902 0.40205 0.5 1.3 0.3 -0.33
O -0.58514 2.89879 -0.32993 -0.1 0.4 0.1 -0.56
O 0.54953 -0.02495 -2.49304 0.0 -3.0 2.2 -0.03
O -1.02495 -0.01128 -0.39957 2.7 2.3 -3.7 -0.13
S 0.12784 2.34719 -1.48753 0.1 0.7 0.3 0.98
H 0.55506 -0.97338 2.38277 1.1 -2.2 1.5 0.02
H 1.17863 0.28889 1.28435 -1.3 -1.0 0.3 0.10
H -0.49193 0.33758 2.18557 1.8 -1.4 -1.8 0.14
H -1.23370 -1.63618 0.61955 -0.6 -0.7 0.7 0.12
H 0.29945 -1.58524 -0.13413 0.7 -0.8 -0.9 0.08
H 0.71199 -1.01544 -2.09075 -0.6 3.6 -1.3 0.20
```
Positions in Å, forces in eV/Å.

Computed properties:
- energy above the lowest of the compared OMol25 structures with the same formula, charge and spin (kcal per mole) = 72.78
- net charge = 0
- energy (eV) = -20181.770
- LUMO level (spin up / spin down) (eV) = 0.08 / 0.08
- molecular weight (g mol⁻¹) = 122.14
- HOMO level (spin up / spin down) (Ha) = -0.3350 / -0.3351
- orbital gap (spin up / spin down) (eV) = 9.202 / 9.202

***

(5)
A molecular structure, C3H6O4, computed with wB97M-V/def2-TZVPD.

The geometry in XYZ format:
```
13
Properties=species:S:1:pos:R:3:forces:R:3:lowdin_charge:R:1
C 0.23625 -1.03125 0.51975 -0.2 0.3 0.4 -0.43
C -1.16410 0.76040 -0.44211 0.1 0.0 -0.3 -0.55
C -0.62466 -0.00438 0.66828 0.0 0.0 -0.1 0.03
O 0.63764 -1.49757 -0.65168 0.2 -0.2 0.1 0.13
O 0.76657 -1.70905 1.56196 0.1 -0.2 -0.3 0.11
O -0.80594 0.73853 -1.59337 0.0 -0.1 -0.2 0.08
O -2.16489 1.57232 -0.02679 -0.3 0.2 0.3 0.08
H 1.27230 -2.21637 -0.50951 -0.1 0.1 0.0 0.14
H 0.46263 -1.35368 2.40629 0.0 0.1 -0.2 0.13
H 2.07421 1.04794 -1.51813 1.0 0.4 0.3 0.02
H -2.49507 2.08096 -0.78280 0.2 -0.2 0.0 0.12
H 2.76137 1.32601 -1.28245 -1.0 -0.4 -0.3 0.03
H -0.95632 0.28615 1.65056 0.1 -0.1 0.2 0.11
```
Positions in Å, forces in eV/Å.

Computed properties:
- energy above the lowest of the compared OMol25 structures with the same formula, charge and spin (kcal per mole) = 28.91
- net charge = 0
- energy (eV) = -11397.439
- LUMO level (eV) = 0.41
- molecular weight (g mol⁻¹) = 106.08
- HOMO level (Ha) = -0.3401
- orbital gap (eV) = 9.661

***

(6)
A molecular structure, C3H6O4Pd, computed with wB97M-V/def2-TZVPD.

The geometry in XYZ format:
```
14
Properties=species:S:1:pos:R:3:forces:R:3:lowdin_charge:R:1
O -0.22225 -1.03393 0.25792 -4.8 -4.2 0.6 -0.23
C -1.10146 -0.02332 0.34900 -3.8 1.2 -2.0 -0.59
O -2.25567 -0.01624 0.08142 0.8 -0.5 0.7 0.26
O -0.32049 1.05830 0.53029 -5.0 2.2 1.3 -0.24
C -0.58247 2.28899 -0.17362 4.1 1.0 -0.8 0.05
H -1.42179 2.24598 -0.86942 0.4 -0.4 -0.1 0.11
H -0.73383 3.05158 0.59122 0.2 0.0 -0.3 0.10
C -0.70876 -2.36814 -0.01034 -0.5 -1.2 -0.1 0.06
H -1.38787 -2.65737 0.79693 0.1 0.0 -0.2 0.13
H -1.21408 -2.38147 -0.98035 0.1 0.1 0.3 0.13
H 0.17596 -3.00734 -0.02617 -0.2 0.2 0.0 0.12
O 2.08260 1.06722 -0.44949 5.3 6.0 -4.5 -0.33
H 0.77983 2.32369 -0.66587 -4.5 0.9 0.7 0.20
Pd 1.24145 0.01533 0.45102 7.8 -5.3 4.5 1.22
```
Positions in Å, forces in eV/Å.

Computed properties:
- net charge = +1
- energy (eV) = -14861.351
- LUMO level (spin up / spin down) (eV) = -3.78 / -6.78
- ⟨S²⟩ = 3.7645
- molecular weight (g mol⁻¹) = 212.50
- 2S+1 = 4
- HOMO level (spin up / spin down) (Ha) = -0.5107 / -0.5641
- orbital gap (spin up / spin down) (eV) = 10.117 / 8.566

***

(7)
A single C3H6O9P2 molecule, computed with wB97M-V/def2-TZVPD.

The geometry in XYZ format:
```
20
Properties=species:S:1:pos:R:3:forces:R:3:lowdin_charge:R:1
O 3.46902 0.29773 0.54684 -1.8 -1.2 1.1 0.10
O -1.61716 -0.38127 -1.72308 1.4 -0.5 1.1 -0.25
O -1.52725 -0.58921 2.42881 0.0 0.3 0.0 -0.22
O 2.61754 -1.46752 1.69614 -0.8 1.0 -0.5 0.15
O -2.66323 1.67871 -1.73012 0.5 2.0 1.1 -0.05
O -2.38947 -1.78180 0.39131 1.7 1.7 -0.1 -0.07
O -0.08746 1.62601 -0.99338 -2.3 -1.1 0.5 -0.14
O 0.11185 -0.94980 0.56103 -1.2 1.4 -0.2 -0.14
O -2.01942 0.77628 0.50892 -0.3 2.2 0.0 -0.10
C 2.50276 -0.33232 0.98194 1.5 0.3 -1.4 -0.42
C 1.03931 0.74218 -0.81321 1.7 0.6 0.5 -0.13
C 1.07937 0.14127 0.62617 -0.3 -0.6 -1.2 -0.18
P -1.55406 0.88802 -0.94060 1.0 0.8 -6.4 0.36
P -1.45312 -0.59050 0.97191 0.6 -6.7 5.9 0.35
H 3.56309 -1.62710 1.76996 0.4 -0.1 0.1 0.13
H -2.62382 1.14083 -2.52786 -0.6 0.1 -0.7 0.09
H -2.26032 -1.73718 -0.57108 -0.3 -0.3 -0.5 0.05
H 1.05592 -0.06287 -1.55071 -0.4 0.0 0.2 0.14
H 1.93720 1.35447 -1.02110 -0.6 -0.2 0.4 0.14
H 0.81926 0.87405 1.38812 -0.3 0.1 0.1 0.17
```
Positions in Å, forces in eV/Å.

Computed properties:
- energy above the lowest of the compared OMol25 structures with the same formula, charge and spin (kcal per mole) = 0.00
- net charge = 0
- energy (eV) = -40218.012
- LUMO level (eV) = 0.26
- molecular weight (g mol⁻¹) = 248.02
- HOMO level (Ha) = -0.3964
- orbital gap (eV) = 11.048

***

(8)
A molecular structure, C3H6ORb, computed with wB97M-V/def2-TZVPD.

The geometry in XYZ format:
```
11
Properties=species:S:1:pos:R:3:forces:R:3:lowdin_charge:R:1
Rb 0.86605 3.71081 0.54678 -0.1 -0.1 -0.2 1.01
C 1.20266 -0.45587 -0.25158 0.0 0.6 -0.1 0.00
C -0.14999 0.20889 -0.20463 0.1 -0.6 -0.2 -0.50
O -0.31852 1.35197 -0.58246 0.3 0.7 0.3 -0.08
C -1.31338 -0.60664 0.26511 -0.2 0.0 -0.2 0.00
H 1.98189 0.28283 -0.45363 -0.1 -0.1 0.1 0.08
H 1.21579 -1.15405 -1.09109 -0.1 -0.2 0.1 0.11
H 1.40232 -0.98417 0.67762 0.0 -0.2 0.0 0.09
H -1.03894 -1.61766 0.54490 0.0 0.0 0.1 0.09
H -2.04553 -0.63984 -0.54678 0.0 0.0 0.1 0.11
H -1.80234 -0.09627 1.09578 0.0 -0.1 0.0 0.10
```
Positions in Å, forces in eV/Å.

Computed properties:
- energy above the lowest of the compared OMol25 structures with the same formula, charge and spin (kcal per mole) = 1.07
- net charge = +1
- energy (eV) = -5906.053
- LUMO level (eV) = -3.89
- molecular weight (g mol⁻¹) = 143.55
- HOMO level (Ha) = -0.5022
- orbital gap (eV) = 9.780

***

(9)
A single C3H6OS molecule, computed with wB97M-V/def2-TZVPD.

The geometry in XYZ format:
```
11
Properties=species:S:1:pos:R:3:forces:R:3:lowdin_charge:R:1
C -0.62805 -0.56882 -0.17795 0.5 0.8 -3.5 -0.35
C -0.07362 0.97779 -0.20290 -0.5 -1.1 -2.2 -0.18
C 0.52007 -0.09020 0.65799 -0.8 0.1 2.7 -0.70
H -2.41177 -1.63118 0.09628 1.1 1.0 -0.1 0.10
H -0.01084 -1.18195 -1.10988 -2.8 1.6 2.3 0.15
H 0.31167 1.23703 -1.30211 -0.5 -0.4 3.0 0.13
H -0.50628 1.78399 0.41936 -0.3 -0.7 -0.9 0.10
H 0.16196 0.10185 1.83498 1.9 -0.7 -3.0 0.18
H 2.57384 0.75425 -0.18862 -0.6 -2.9 0.2 -0.03
O -2.07105 -0.70441 0.01088 1.9 -0.7 0.5 -0.07
S 2.13406 -0.67836 -0.03802 0.2 3.1 1.1 0.67
```
Positions in Å, forces in eV/Å.

Computed properties:
- energy above the lowest of the compared OMol25 structures with the same formula, charge and spin (kcal per mole) = 87.98
- net charge = 0
- structure (SMILES) = O[C@H]1C[C@@H]1S
- energy (eV) = -16087.175
- LUMO level (eV) = 0.77
- molecular weight (g mol⁻¹) = 90.15
- HOMO level (Ha) = -0.3285
- orbital gap (eV) = 9.709

***

(10)
A single C3H6OS molecule, computed with wB97M-V/def2-TZVPD.

The geometry in XYZ format:
```
11
Properties=species:S:1:pos:R:3:forces:R:3:lowdin_charge:R:1
C -0.49450 -0.37369 -1.98345 -2.4 1.0 -0.4 -0.37
C 0.51158 0.10732 0.48740 -0.8 -1.2 -0.1 -0.79
C 0.26384 0.32816 1.97169 -0.1 1.3 -0.2 -0.10
H -0.86626 -1.39398 -2.07867 0.3 0.1 -0.2 0.03
H -1.05828 0.28790 -2.69200 0.6 -0.8 0.3 0.04
H 0.55356 -0.26819 -2.15747 0.6 0.0 0.3 0.02
H 0.72502 -0.44630 2.59252 0.0 0.2 -0.2 0.08
H 0.75054 1.32165 2.13019 -0.3 -0.7 0.5 0.10
H -0.84945 0.43052 2.17554 1.5 -0.2 -0.2 0.07
O 1.51682 -0.21543 -0.09861 -0.1 0.5 1.0 0.00
S -1.05287 0.22203 -0.34713 0.7 -0.2 -0.8 0.90
```
Positions in Å, forces in eV/Å.

Computed properties:
- energy above the lowest of the compared OMol25 structures with the same formula, charge and spin (kcal per mole) = 3.60
- net charge = 0
- structure (SMILES) = CSC(C)=O
- energy (eV) = -16090.834
- LUMO level (eV) = 0.83
- molecular weight (g mol⁻¹) = 90.15
- HOMO level (Ha) = -0.3460
- orbital gap (eV) = 10.242